Formula: C53H36F12N3O2P2Pd
Source: the OMol25 dataset
Level of theory: ωB97M-V with the def2-TZVPD basis set

Calculated values
* net charge: +3
* energy: -118748.4856 eV
* energy relative to the best compared isomer or geometry (same formula, charge and spin): 515.2 kJ/mol
* M: 1143.23 g mol⁻¹
* multiplicity: 5
* expectation value of S²: 6.087
* orbital gap (spin up / spin down): 0.2133 / 0.1940 Ha

Element x y z (Å)
Pd 0.4122 -1.2627 0.1181
C 3.3106 -5.8496 0.7410
C 2.1420 -5.7596 0.0122
C 1.8263 -4.5795 -0.6113
C 2.6493 -3.4592 -0.5091
C 3.8931 -3.5661 0.1687
C 4.1837 -4.7505 0.8855
P 2.3156 -1.8280 -1.1634
C 1.8548 -1.7017 -2.9004
C 0.8851 -2.5648 -3.4868
C 0.4544 -2.4793 -4.7948
C 0.9290 -1.4191 -5.4993
C 1.8629 -0.5674 -4.9781
C 2.3494 -0.6280 -3.6689
C 3.7278 -0.7728 -0.7241
C 3.7220 -0.0718 0.4619
C 4.7214 0.8441 0.5692
C 5.7386 0.9997 -0.3825
C 5.7434 0.2603 -1.5680
C 4.6704 -0.6595 -1.7298
H 3.3873 -6.7473 1.4062
H 1.4855 -6.6401 -0.0914
H 0.8755 -4.4550 -0.9602
H 4.6881 -2.8245 0.1176
H 4.9928 -4.8729 1.6271
H 0.5530 -3.4172 -2.8140
H -0.2133 -3.2281 -5.2086
H 0.5609 -1.2177 -6.5933
H 2.2626 0.2175 -5.6175
H 3.1060 0.0604 -3.4452
H 3.0251 -0.2055 1.2108
H 4.6603 1.5028 1.4645
H 6.5406 1.6743 -0.1060
H 6.5889 0.2381 -2.2393
H 4.6392 -1.3775 -2.5355
N 0.9161 -3.7302 6.8828
C 1.0310 -3.4471 8.1331
C 1.3544 -4.1866 9.3034
C 1.1265 -3.4783 10.6504
C 0.3304 -2.1997 10.7322
C -0.0025 -1.6028 9.5975
C 0.4422 -2.1265 8.2935
N 0.0742 -1.6924 7.2159
C 0.3931 -2.6005 6.2225
C 0.4855 -2.3544 4.8247
C 0.8606 -3.4143 3.9817
C 0.8467 -3.1068 2.6225
N 0.6181 -1.8728 2.1145
C -0.0483 -1.0859 2.9712
C -0.1173 -1.1929 4.3350
H 0.8639 -4.5482 6.4492
H 1.5025 -5.2195 9.4283
H 1.6533 -3.8663 11.5443
H -0.0430 -2.0766 11.6454
H -0.6398 -0.8380 9.8731
H 1.2909 -4.3699 4.1958
H 1.1636 -3.8394 1.9205
H -0.6886 -0.2527 2.5382
H -0.7112 -0.4241 4.8478
F -3.0650 -0.6506 -2.9409
C -2.5880 -1.8520 -2.5797
F -2.2228 -2.5168 -3.6904
F -3.5910 -2.5503 -1.9175
C -1.3985 -1.7105 -1.6195
O -1.1036 -2.7146 -0.9170
O -0.8551 -0.5968 -1.5688
F -2.2556 2.5020 4.2321
C -3.3590 2.8532 3.5427
F -4.3626 2.0774 4.0221
F -3.6427 4.0896 3.9222
C -3.0980 2.6823 2.0902
C -3.7861 1.7764 1.3091
C -3.5056 1.6813 -0.0579
C -2.5831 2.4750 -0.7231
C -1.9615 3.4936 0.1069
C -2.1969 3.5182 1.4795
P -2.3940 2.3672 -2.4601
C -3.8218 3.0387 -3.3132
C -4.6455 4.0406 -2.7602
C -5.6558 4.6399 -3.5717
C -5.8641 4.1396 -4.9033
C -5.0408 3.1819 -5.4982
C -4.0453 2.6293 -4.6515
C -6.8754 4.8213 -5.8542
F -6.7564 4.4895 -7.1513
F -6.8395 6.1645 -5.7868
F -8.0852 4.4058 -5.3424
C -0.8016 2.9070 -2.9926
C 0.3433 2.1398 -2.6228
C 1.6115 2.5506 -2.8698
C 1.8484 3.7713 -3.5991
C 0.7738 4.5009 -4.0087
C -0.5596 4.1059 -3.7200
C 3.2383 4.3685 -3.7025
F 4.1478 3.3937 -3.4876
F 3.4043 5.2686 -2.7802
F 3.5707 4.9488 -4.8851
H -4.6254 1.1958 1.7342
H -4.1459 0.9130 -0.6095
H -1.2842 4.2144 -0.2778
H -1.7761 4.2130 2.1955
H -4.5295 4.3721 -1.7004
H -6.3288 5.3706 -3.1335
H -5.1629 2.8479 -6.4834
H -3.4403 1.7896 -4.9009
H 0.2700 1.1467 -2.1460
H 2.3458 1.9104 -2.4174
H 0.7802 5.4749 -4.4173
H -1.3275 4.7545 -4.0514

=====

Formula: C53H37I4N5W
Source: the OMol25 dataset
Level of theory: ωB97M-V with the def2-TZVPD basis set

Calculated values
* net charge: +2
* energy: -97228.2507 eV
* energy relative to the best compared isomer or geometry (same formula, charge and spin): 0.0 kJ/mol
* M: 1435.37 g mol⁻¹
* multiplicity: 3
* expectation value of S²: 2.028
* orbital gap (spin up / spin down): 0.1924 / 0.1964 Ha

Element x y z (Å)
W -0.2884 -0.3026 -0.0432
I -8.7513 4.0936 -2.2866
C -7.0010 3.1217 -1.7284
C -6.9279 2.4712 -0.5031
C -5.7597 1.8229 -0.1342
C -4.6583 1.8210 -0.9824
C -4.7406 2.4695 -2.2103
C -5.9063 3.1200 -2.5846
C -3.3994 1.1155 -0.6048
C -3.1796 -0.1463 -1.1545
C -4.1049 -0.8542 -1.9904
C -3.6049 -2.1008 -2.1704
C -2.3722 -2.1750 -1.4375
C -1.6045 -3.3155 -1.2573
C -2.0756 -4.5826 -1.8815
C -3.2519 -5.1848 -1.4454
C -3.6929 -6.3650 -2.0219
C -2.9637 -6.9474 -3.0510
I -3.6227 -8.7156 -3.9195
C -1.7920 -6.3492 -3.4992
C -1.3500 -5.1751 -2.9117
C -0.4168 -3.3588 -0.5110
N 0.2243 -2.2730 0.0911
C 1.4279 -2.7676 0.5910
C 2.4201 -2.0368 1.2603
C 3.6572 -2.7629 1.6677
C 4.8506 -2.5572 0.9868
C 6.0065 -3.2154 1.3777
C 5.9742 -4.0833 2.4620
I 7.7052 -5.0663 3.0574
C 4.7837 -4.2946 3.1488
C 3.6310 -3.6363 2.7508
C 2.2959 -0.7149 1.6479
C 3.1761 -0.0377 2.5595
C 2.5788 1.1253 2.9099
C 1.3220 1.1884 2.2108
N 1.2012 0.0924 1.3916
C 0.3493 2.1748 2.3828
C -0.8753 2.1869 1.7168
C -1.8795 3.1819 1.8947
C -2.8912 2.9135 1.0305
C -2.5671 1.7192 0.3297
N -1.3055 1.2718 0.7501
C 0.6125 3.2531 3.3775
C 0.6721 4.5875 2.9864
C 0.9200 5.5914 3.9089
C 1.1052 5.2672 5.2469
I 1.4781 6.7633 6.6380
C 1.0307 3.9402 5.6545
C 0.7864 2.9428 4.7240
C 1.5179 -4.1504 0.3143
C 0.3748 -4.5180 -0.3397
N -2.1057 -0.9467 -0.8674
H -7.7819 2.4662 0.1598
H -5.7118 1.3088 0.8183
H -3.8907 2.4661 -2.8825
H -5.9626 3.6224 -3.5402
H -5.0334 -0.4547 -2.3623
H -4.0393 -2.9119 -2.7295
H -3.8206 -4.7375 -0.6393
H -4.6023 -6.8313 -1.6689
H -1.2264 -6.7961 -4.3050
H -0.4363 -4.7119 -3.2655
H 4.8787 -1.8874 0.1351
H 6.9299 -3.0552 0.8386
H 4.7560 -4.9689 3.9936
H 2.7074 -3.8006 3.2925
H 4.1051 -0.4405 2.9283
H 2.9347 1.8611 3.6112
H -1.8255 3.9947 2.5977
H -3.8017 3.4727 0.8966
H 0.4948 4.8525 1.9498
H 0.9594 6.6242 3.5906
H 1.1561 3.6844 6.6973
H 0.7176 1.9131 5.0529
H 2.3492 -4.7828 0.5753
H 0.1136 -5.5027 -0.6868
C 3.7178 2.0588 -0.4563
N 2.8657 3.0746 -1.1421
C 3.0535 4.4295 -0.5517
C 1.4164 2.6419 -1.1587
C 1.2225 1.5427 -2.1688
C 1.6541 1.7729 -3.4742
C 1.5877 0.7818 -4.4386
C 1.0537 -0.4540 -4.1059
C 0.5561 -0.6675 -2.8319
C 0.6311 0.3155 -1.8266
H 4.7615 2.3418 -0.5655
H 3.5334 1.0890 -0.9131
H 3.4384 2.0372 0.5944
H 3.1696 3.1034 -2.1166
H 2.7527 4.3880 0.4927
H 2.4397 5.1427 -1.0957
H 4.1031 4.7026 -0.6232
H 0.8242 3.5301 -1.3852
H 1.1879 2.3193 -0.1435
H 2.0312 2.7497 -3.7674
H 1.9352 0.9796 -5.4430
H 0.9904 -1.2394 -4.8468
H 0.0916 -1.6261 -2.6227

=====

Formula: C53H40BCoN10O3
Source: the OMol25 dataset
Level of theory: ωB97M-V with the def2-TZVPD basis set

Calculated values
* net charge: -1
* energy: -114965.9260 eV
* energy relative to the best compared isomer or geometry (same formula, charge and spin): 0.0 kJ/mol
* M: 934.71 g mol⁻¹
* multiplicity: 2
* expectation value of S²: 0.842
* orbital gap (spin up / spin down): 0.1765 / 0.1804 Ha

Element x y z (Å)
Co 0.4448 -0.5784 -0.8737
C -2.1351 5.1270 0.7993
C -1.4848 5.5850 -0.3748
C -0.8426 4.7063 -1.2198
C -0.8461 3.3456 -0.8808
C -0.2580 2.1969 -1.4958
N 0.3540 2.2190 -2.7160
C 1.0030 1.1891 -3.1411
C 1.5779 1.1289 -4.5015
C 1.5092 1.9999 -5.5729
C 2.1677 1.6389 -6.7429
C 2.8753 0.4363 -6.8228
C 2.9438 -0.4245 -5.7353
C 2.2813 -0.0550 -4.5790
C 2.1222 -0.7192 -3.2728
N 2.7008 -1.8324 -2.9984
C 2.4030 -2.5135 -1.8611
N 1.4047 -2.2345 -0.9799
C 1.3068 -3.2774 -0.1022
N 0.3675 -3.4585 0.8474
C -0.5122 -2.5370 1.1090
N -0.5914 -1.2717 0.5948
C -1.5829 -0.6017 1.2715
N -1.8810 0.6606 1.2198
C -1.2841 1.4813 0.3315
N -0.5134 1.0972 -0.7412
C -1.4929 2.8909 0.2819
C -2.1502 3.7925 1.1332
C -2.2538 -1.5284 2.1886
C -3.3406 -1.3766 3.0410
C -3.7429 -2.4794 3.7834
C -3.0610 -3.7011 3.6829
C -1.9673 -3.8384 2.8409
C -1.5812 -2.7357 2.0897
C 2.3185 -4.2479 -0.4022
C 2.6584 -5.4759 0.1765
C 3.7181 -6.1748 -0.3615
C 4.4310 -5.6765 -1.4777
C 4.0841 -4.4797 -2.0668
C 3.0170 -3.7590 -1.5142
N 1.3407 0.0554 -2.4520
H -2.6205 5.8485 1.4482
H -1.4907 6.6440 -0.6026
H -0.3397 5.0443 -2.1208
H 0.9592 2.9307 -5.4888
H 2.1349 2.2945 -7.6053
H 3.3786 0.1788 -7.7464
H 3.4896 -1.3597 -5.7826
H -2.6419 3.4396 2.0349
H -3.8448 -0.4193 3.1167
H -4.5911 -2.3995 4.4545
H -3.3961 -4.5448 4.2764
H -1.4234 -4.7737 2.7636
H 2.0930 -5.8622 1.0176
H 4.0156 -7.1202 0.0763
H 5.2574 -6.2535 -1.8784
H 4.6156 -4.0973 -2.9320
C 3.7933 4.5092 5.4536
C 3.5235 2.9975 5.3836
C 2.2680 2.7074 6.2180
C 4.7163 2.2529 6.0026
C 3.3392 2.5358 3.9339
C 4.0130 3.1657 2.8858
C 3.8452 2.7906 1.5489
C 2.9778 1.7585 1.2945
O 2.5789 1.2316 0.0944
B 1.6289 0.2425 0.4017
O 1.5161 0.1265 1.8016
C 2.3337 1.0983 2.3235
C 2.4915 1.4571 3.6385
H 3.7673 4.8394 6.4959
H 3.0388 5.0687 4.8933
H 4.7775 4.7667 5.0543
H 2.3467 3.2039 7.1897
H 2.1388 1.6382 6.4051
H 1.3694 3.0757 5.7146
H 4.8764 2.5757 7.0381
H 5.6291 2.4518 5.4332
H 4.5435 1.1723 5.9987
H 4.6903 3.9852 3.0987
H 4.3729 3.2972 0.7490
H 1.9620 0.9063 4.4081
C -5.0530 -1.1875 -0.1149
N -4.2780 -1.9299 -1.1107
N -3.3396 -1.1446 -1.7803
C -2.1300 -1.8530 -1.8820
O -1.1232 -1.3809 -2.3876
C -2.3654 -3.1083 -1.2137
C -3.6177 -3.0764 -0.7199
C -4.2991 -4.0533 0.1737
C -3.7810 -0.1914 -2.7369
C -5.0592 -0.2695 -3.2837
C -5.4493 0.6474 -4.2527
C -4.5701 1.6332 -4.6845
C -3.3011 1.7096 -4.1211
C -2.9036 0.8128 -3.1409
H -5.4834 -0.3094 -0.5887
H -4.4248 -0.8689 0.7248
H -5.8587 -1.8238 0.2493
H -1.6327 -3.8965 -1.1134
H -3.7259 -4.9772 0.2000
H -5.3116 -4.2654 -0.1770
H -4.3575 -3.6662 1.1967
H -5.7332 -1.0569 -2.9688
H -6.4438 0.5771 -4.6815
H -4.8738 2.3387 -5.4504
H -2.6045 2.4798 -4.4376
H -1.9224 0.8818 -2.6939

=====

Formula: C53H44AuBrN5O2S4
Source: the OMol25 dataset
Level of theory: ωB97M-V with the def2-TZVPD basis set

Calculated values
* net charge: +3
* energy: -184265.8574 eV
* energy relative to the best compared isomer or geometry (same formula, charge and spin): 0.0 kJ/mol
* M: 1188.11 g mol⁻¹
* orbital gap: 0.2922 Ha

Element x y z (Å)
Au -0.4092 -0.7120 0.1214
N -0.6119 -1.0518 2.0337
S -0.0499 -1.2099 3.3776
N 1.5109 -1.0360 3.7251
S 2.9127 -1.3786 3.2248
N 3.2442 -1.7361 1.7610
S 2.4892 -1.4696 0.3941
N 1.5217 -0.3217 0.2848
C 1.7735 -3.0317 -0.0496
C 1.6801 -3.3573 -1.3967
C 1.0044 -4.5151 -1.7533
C 0.4293 -5.3189 -0.7759
C 0.5289 -4.9754 0.5678
C 1.2099 -3.8269 0.9403
C 3.8475 -1.2259 -0.7011
C 4.9897 -2.0103 -0.5749
C 6.0138 -1.8309 -1.4873
C 5.8897 -0.8811 -2.4979
C 4.7436 -0.1058 -2.6041
C 3.7032 -0.2780 -1.7026
C 3.8915 0.0164 3.6737
C 5.2212 0.0149 3.2652
C 6.0202 1.0818 3.6328
C 5.4903 2.1187 4.3957
C 4.1609 2.0976 4.7943
C 3.3431 1.0352 4.4372
C 3.5764 -2.7266 4.1479
C 3.8768 -3.9297 3.5290
C 4.3624 -4.9687 4.3109
C 4.5480 -4.7867 5.6744
C 4.2527 -3.5655 6.2745
C 3.7648 -2.5202 5.5115
C -0.5091 -2.7818 4.0532
C -1.7436 -3.2897 3.6590
C -2.1625 -4.5038 4.1769
C -1.3534 -5.1975 5.0707
C -0.1257 -4.6774 5.4570
C 0.3022 -3.4565 4.9547
C -0.6925 0.0060 4.4918
C -0.6500 1.3217 4.0436
C -1.1008 2.3223 4.8857
C -1.5899 2.0011 6.1494
C -1.6272 0.6822 6.5765
C -1.1711 -0.3344 5.7465
H 2.1334 -2.7273 -2.1524
H 0.9434 -4.7989 -2.7956
H -0.0828 -6.2287 -1.0611
H 0.0938 -5.6110 1.3280
H 1.2966 -3.5718 1.9906
H 5.0774 -2.7434 0.2165
H 6.9119 -2.4290 -1.4129
H 6.6979 -0.7447 -3.2043
H 4.6599 0.6371 -3.3861
H 2.8041 0.3218 -1.7524
H 5.6231 -0.7982 2.6731
H 7.0576 1.1060 3.3281
H 6.1229 2.9482 4.6824
H 3.7577 2.9064 5.3886
H 2.3054 1.0020 4.7425
H 3.7444 -4.0523 2.4628
H 4.6082 -5.9160 3.8501
H 4.9393 -5.5968 6.2757
H 4.4167 -3.4260 7.3345
H 3.5448 -1.5612 5.9666
H -2.3599 -2.7395 2.9599
H -3.1234 -4.9098 3.8899
H -1.6877 -6.1444 5.4738
H 0.4969 -5.2141 6.1606
H 1.2422 -3.0357 5.2783
H -0.2677 1.5510 3.0554
H -1.0752 3.3540 4.5610
H -1.9455 2.7867 6.8024
H -2.0143 0.4391 7.5566
H -1.2022 -1.3639 6.0766
O -6.4225 -1.8036 -0.6669
C -5.1207 -1.6041 -0.5257
C -4.1355 -2.5024 -0.9541
C -2.8219 -2.1740 -0.7489
N -2.4396 -1.0281 -0.1527
C -3.3871 -0.1674 0.2497
Br -2.8394 1.4465 1.0297
C -4.7268 -0.4130 0.0857
H -6.6300 -2.6445 -1.0963
H -4.3908 -3.4352 -1.4389
H -2.0241 -2.8326 -1.0692
H -5.4695 0.3005 0.4117
O -0.2384 -0.5764 -1.8863
S -0.2261 0.8626 -2.5179
C 0.4993 0.5414 -4.0979
C 0.5143 -0.7338 -4.6467
C 1.0730 -0.8996 -5.9040
C 1.5951 0.1921 -6.5889
C 1.5760 1.4581 -6.0198
C 1.0312 1.6408 -4.7575
C -1.9229 1.1883 -2.8755
C -2.4090 2.4294 -2.4866
C -3.7391 2.7392 -2.7469
C -4.5516 1.8081 -3.3736
C -4.0495 0.5624 -3.7536
C -2.7259 0.2461 -3.5141
H 0.1100 -1.5755 -4.0993
H 1.0988 -1.8822 -6.3561
H 2.0218 0.0528 -7.5731
H 1.9877 2.3028 -6.5549
H 1.0188 2.6245 -4.3015
H -1.7627 3.1433 -1.9895
H -4.1337 3.7060 -2.4646
H -5.5844 2.0542 -3.5836
H -4.6924 -0.1455 -4.2602
H -2.3155 -0.7067 -3.8271